--- one ---
Density functional theory data (ωB97M-V/def2-TZVPD) for 2 unconnected molecules or ions with the total composition C9H14S.

* Kohn-Sham gap: 9.4 eV
* LUMO level: 1.0 eV
* multiplicity: 1
* net charge: 0
* SMILES: Cc1ccccc1.CSC
* HOMO: -8.38 eV

Geometry (Å):
S -2.747 -1.032 -0.470
C 2.286 2.063 1.476
C 2.155 1.224 0.248
C 1.633 0.831 -1.995
C 1.564 -0.574 -1.844
C 1.909 -1.090 -0.589
C -2.002 -1.708 1.090
C 1.947 1.795 -1.031
C 2.181 -0.163 0.437
C -4.653 -0.714 -0.244
H 2.112 -2.135 -0.406
H -5.105 -1.340 0.435
H 2.346 3.096 1.402
H -0.921 -1.447 1.049
H 1.272 -1.216 -2.655
H 1.761 1.179 -2.956
H 2.519 -0.482 1.444
H -4.952 -1.118 -1.195
H 1.731 2.840 -1.183
H -2.542 -1.244 1.893
H -2.018 -2.830 1.096
H 1.266 1.998 1.844
H -4.813 0.301 0.075
H 3.070 1.765 2.076

--- two ---
Density functional theory data (ωB97M-V/def2-TZVPD) for 2 unconnected molecules or ions with the total composition C9H14S.

* Kohn-Sham gap: 9.1 eV
* LUMO level: 0.9 eV
* multiplicity: 1
* net charge: 0
* SMILES: Cc1ccccc1.CSC
* HOMO: -8.14 eV

Geometry (Å):
S -0.416 2.526 -1.986
C 1.203 -0.829 1.456
C -1.489 2.225 -0.507
C -0.914 -1.698 0.035
C 1.548 -1.476 0.231
C -0.050 -0.422 1.863
C 0.382 -1.929 -0.373
C -0.833 1.242 -3.039
C -1.201 -0.977 1.184
C 2.356 -0.178 2.239
H -0.367 0.279 -2.845
H -0.415 1.394 -4.024
H -2.166 -0.872 1.605
H -1.223 1.258 -0.042
H -0.168 0.184 2.829
H 1.919 0.734 2.657
H 2.726 -0.982 2.925
H 3.197 0.059 1.602
H -1.164 3.054 0.147
H -2.496 2.054 -0.870
H 0.574 -2.546 -1.265
H -1.839 0.907 -3.076
H -1.653 -2.258 -0.513
H 2.489 -1.747 -0.235

--- three ---
Density functional theory data (ωB97M-V/def2-TZVPD) for 2 unconnected molecules or ions with the total composition C9H14S.

* Kohn-Sham gap: 9.3 eV
* LUMO level: 0.9 eV
* multiplicity: 1
* net charge: 0
* SMILES: Cc1ccccc1.CSC
* HOMO: -8.38 eV

Geometry (Å):
S 1.278 -2.986 2.622
C 0.514 0.342 -2.672
C 0.817 1.645 -2.327
C -1.627 2.272 0.488
C 0.090 2.341 -1.364
C -0.903 1.654 -0.675
C -0.234 -2.918 1.615
C -0.445 -0.358 -1.950
C -1.086 0.289 -0.909
C 2.031 -1.389 2.207
H 1.204 -0.684 2.138
H -1.006 2.813 1.195
H 1.621 2.146 -2.855
H -0.981 -2.340 2.152
H -2.451 2.926 0.183
H -1.859 -0.201 -0.328
H -0.665 -1.381 -2.213
H 2.579 -1.400 1.270
H 0.132 3.421 -1.319
H -0.554 -3.945 1.460
H -2.196 1.519 1.042
H 1.066 -0.164 -3.447
H -0.003 -2.473 0.649
H 2.678 -1.130 3.038

--- four ---
Density functional theory data (ωB97M-V/def2-TZVPD) for 2 unconnected molecules or ions with the total composition C9H14S.

* Kohn-Sham gap: 9.3 eV
* LUMO level: 0.9 eV
* multiplicity: 1
* net charge: 0
* SMILES: Cc1ccccc1.CSC
* HOMO: -8.42 eV

Geometry (Å):
S 1.990 -1.877 -0.845
C 0.265 1.761 1.865
C -0.415 -0.493 1.085
C 0.638 -1.258 -1.935
C 3.088 -0.514 -0.915
C -1.609 0.050 0.543
C -2.504 -0.748 -0.357
C -0.990 2.243 1.514
C 0.478 0.401 1.712
C -1.866 1.379 0.854
H 3.912 -0.635 -1.654
H 0.177 -0.395 -1.420
H -1.353 3.244 1.678
H -2.073 -0.786 -1.344
H 1.048 2.372 2.303
H 2.802 0.414 -1.407
H 1.480 0.096 1.945
H -0.097 -2.091 -1.744
H -0.296 -1.575 0.992
H -2.872 1.728 0.554
H -2.584 -1.788 0.000
H -3.489 -0.349 -0.504
H 3.541 -0.207 0.056
H 0.732 -0.971 -2.977

Here is how they stack up, most stable first: three, four, two, one.